No. 1
117
Properties=species:S:1:pos:R:3:mulliken_charge:R:1 method="wB97M-V/def2-TZVPD" largest_force_ev_per_a=0.20 total_charge=+1 total_energy_ha=-10209.067604 homo_energy_ev=-9.618 lumo_ev=-2.230
Pb -0.761 1.062 1.069 0.844
N -3.808 1.332 -1.065 0.178
P -2.661 2.433 -0.487 0.329
C -3.634 3.694 0.369 0.608
C -4.017 3.403 1.677 -0.632
C -4.870 4.255 2.361 -0.779
C -5.329 5.410 1.743 -0.502
C -4.940 5.711 0.445 -0.742
C -4.100 4.853 -0.248 -0.187
C -2.029 3.171 -2.009 0.570
C -1.326 4.375 -1.956 -0.217
C -0.765 4.894 -3.112 -0.740
C -0.888 4.214 -4.317 -0.791
C -1.573 3.011 -4.369 -0.699
C -2.142 2.487 -3.218 -0.552
C -4.028 0.052 -0.562 0.286
C -5.106 -0.706 -1.027 -0.958
C -5.284 -1.967 -0.504 -0.487
C -4.397 -2.447 0.456 -0.803
C -3.361 -1.625 0.841 -0.563
N -3.173 -0.396 0.346 0.395
H -4.539 1.695 -1.662 0.373
H -3.649 2.507 2.167 0.393
H -5.165 4.025 3.375 0.394
H -5.989 6.081 2.277 0.404
H -5.296 6.615 -0.031 0.449
H -3.803 5.090 -1.262 0.448
H -1.215 4.912 -1.021 0.186
H -0.228 5.830 -3.065 0.469
H -0.447 4.625 -5.216 0.429
H -1.667 2.477 -5.305 0.435
H -2.665 1.540 -3.261 0.445
H -5.778 -0.305 -1.775 0.434
H -6.112 -2.578 -0.840 0.435
H -4.512 -3.429 0.891 0.495
H -2.637 -1.952 1.578 0.560
C -0.188 8.702 -0.817 -1.803
C -0.017 7.390 -0.103 0.706
C 0.981 6.495 -0.465 -0.973
C 1.148 5.274 0.179 1.189
C 2.237 4.354 -0.299 -1.122
C 0.291 4.940 1.234 0.165
Se 0.491 3.254 2.149 -0.375
C -0.699 5.842 1.650 0.705
C -1.622 5.615 2.819 -1.683
C -0.838 7.043 0.959 -0.692
H 0.429 8.748 -1.714 0.369
H 0.098 9.535 -0.173 0.399
H -1.227 8.860 -1.109 0.382
H 1.652 6.749 -1.279 0.387
H 2.916 4.883 -0.966 0.452
H 1.812 3.508 -0.848 -0.046
H 2.816 3.959 0.538 0.257
H -1.519 4.623 3.249 0.313
H -2.661 5.757 2.515 0.166
H -1.409 6.346 3.601 0.476
H -1.614 7.733 1.279 0.424
C 3.063 -0.916 -2.507 -0.901
N 3.161 -0.193 -1.253 0.513
C 2.218 0.592 -0.703 -0.305
Se 0.562 1.000 -1.453 -0.244
N 2.695 1.070 0.458 1.017
C 3.990 0.609 0.660 0.182
C 4.905 0.825 1.680 -0.886
C 6.129 0.191 1.555 -0.557
C 6.426 -0.626 0.458 -0.679
C 5.511 -0.838 -0.558 -0.476
C 4.287 -0.198 -0.431 0.398
H 2.060 -0.789 -2.906 0.233
H 3.252 -1.974 -2.333 0.175
H 3.791 -0.522 -3.215 0.402
H 2.233 1.825 0.977 -0.359
H 4.673 1.455 2.527 0.505
H 6.876 0.331 2.324 0.434
H 7.395 -1.103 0.403 0.432
H 5.740 -1.470 -1.405 0.499
C 0.126 -7.029 -1.006 -1.745
C -0.384 -5.607 -0.716 2.531
C -1.775 -5.720 -0.075 -2.180
C -0.585 -4.882 -2.057 -1.835
Si 0.822 -4.683 0.457 -0.691
Br 0.199 -2.485 0.294 -0.176
C 0.604 -5.115 2.313 2.445
C 0.641 -6.640 2.517 -1.772
C 1.730 -4.495 3.153 -2.071
C -0.713 -4.578 2.898 -1.750
C 2.642 -4.692 -0.141 2.866
C 2.708 -4.553 -1.669 -2.222
C 3.449 -3.515 0.429 -1.686
C 3.342 -6.004 0.253 -1.848
H -0.613 -7.553 -1.620 0.513
H 0.271 -7.617 -0.100 0.302
H 1.063 -7.028 -1.563 0.318
H -2.453 -6.197 -0.789 0.623
H -2.187 -4.737 0.167 0.311
H -1.776 -6.329 0.827 0.304
H -1.339 -5.428 -2.633 0.561
H 0.318 -4.846 -2.661 0.340
H -0.946 -3.862 -1.921 0.255
H 1.555 -7.094 2.131 0.295
H -0.208 -7.141 2.053 0.309
H 0.598 -6.856 3.589 0.526
H 2.711 -4.902 2.911 0.322
H 1.541 -4.714 4.208 0.635
H 1.767 -3.409 3.046 0.307
H -1.596 -5.036 2.460 0.314
H -0.795 -3.496 2.782 0.256
H -0.730 -4.797 3.969 0.537
H 2.157 -3.677 -2.022 0.264
H 2.325 -5.429 -2.190 0.427
H 3.756 -4.435 -1.967 0.590
H 3.084 -2.567 0.032 -0.205
H 4.496 -3.630 0.130 0.647
H 3.425 -3.444 1.514 0.187
H 2.808 -6.889 -0.097 0.331
H 3.472 -6.094 1.331 0.327
H 4.339 -6.025 -0.197 0.554

No. 2
122
Properties=species:S:1:pos:R:3:mulliken_charge:R:1 method="wB97M-V/def2-TZVPD" largest_force_ev_per_a=0.96 total_charge=-1 total_energy_ha=-3669.226935 s_squared=8.80 multiplicity=6 homo_energy_ev="-4.401 / -4.994" lumo_ev="2.271 / 0.626"
Ru -0.823 0.265 0.641 0.994
C 0.115 3.268 2.659 -1.191
C 0.637 2.179 3.558 0.740
C 1.701 2.431 4.411 -0.754
C 2.150 1.459 5.291 -1.077
C 1.517 0.230 5.334 -0.624
C 0.440 -0.058 4.505 1.660
C -0.243 -1.391 4.630 -1.628
C 0.014 0.917 3.586 -1.002
N -1.043 0.656 2.683 1.303
C -2.288 0.387 3.122 0.958
C -2.694 0.639 4.548 -2.304
C -3.230 -0.065 2.194 0.046
C -4.641 -0.360 2.628 -2.333
N -2.823 -0.258 0.927 2.274
C -3.740 -0.538 -0.108 -1.707
C -4.567 0.483 -0.613 1.590
C -4.596 1.846 0.026 -1.338
C -5.403 0.213 -1.688 -0.816
C -5.455 -1.052 -2.251 -0.949
C -4.675 -2.065 -1.721 -0.437
C -3.823 -1.831 -0.648 0.771
C -3.058 -2.975 -0.037 -1.423
H 0.845 4.069 2.549 0.547
H -0.809 3.689 3.068 0.336
H -0.113 2.885 1.669 -0.133
H 2.174 3.406 4.392 0.451
H 2.981 1.673 5.953 0.408
H 1.860 -0.539 6.018 0.462
H 0.499 -2.189 4.623 0.483
H -0.933 -1.575 3.812 -0.144
H -0.792 -1.450 5.575 0.410
H -1.859 1.034 5.122 0.374
H -3.043 -0.277 5.028 0.365
H -3.511 1.364 4.583 0.529
H -4.645 -1.145 3.389 0.452
H -5.245 -0.700 1.790 0.501
H -5.110 0.525 3.064 0.377
H -3.632 2.092 0.463 -0.323
H -5.341 1.872 0.827 0.332
H -4.856 2.609 -0.707 0.526
H -6.028 1.005 -2.084 0.455
H -6.114 -1.252 -3.087 0.388
H -4.728 -3.062 -2.145 0.472
H -2.730 -3.680 -0.803 0.427
H -3.705 -3.522 0.655 0.388
H -2.196 -2.630 0.525 -0.187
O 1.280 1.185 0.387 1.361
H 1.369 2.092 -0.031 -0.969
H 1.733 1.238 1.244 -0.135
I 1.884 4.239 -0.845 -0.753
Cl 0.250 -4.939 0.532 -0.168
C 1.359 -3.759 1.080 -1.081
Cl 2.148 -4.525 3.293 -0.504
C 0.845 -2.476 1.356 0.234
O 1.754 -1.516 1.699 0.532
O -0.352 -2.159 1.347 -0.672
H 2.375 -3.895 0.760 0.356
C 5.384 0.864 0.788 -2.074
C 5.167 -0.545 1.332 1.735
C 6.225 -0.829 2.394 -2.043
O 3.886 -0.557 1.983 -0.046
B 3.062 -1.443 1.343 0.411
O 3.670 -2.102 0.308 0.065
C 5.036 -1.668 0.217 1.915
C 5.284 -1.161 -1.199 -2.000
C 5.909 -2.897 0.465 -2.332
H 5.249 1.571 1.606 0.424
H 4.670 1.122 0.009 0.259
H 6.395 0.982 0.395 0.460
H 6.190 -0.029 3.134 0.423
H 7.220 -0.852 1.949 0.397
H 6.028 -1.769 2.906 0.372
H 4.529 -0.432 -1.495 0.211
H 5.237 -2.000 -1.895 0.490
H 6.270 -0.702 -1.270 0.421
H 5.697 -3.336 1.439 0.395
H 6.966 -2.638 0.400 0.399
H 5.680 -3.644 -0.295 0.523
C -1.940 3.969 -4.870 -1.815
C -1.856 3.548 -3.426 -0.144
C -2.113 4.457 -2.406 -1.001
C -1.999 4.072 -1.074 0.410
C -2.250 5.041 0.046 -1.467
C -1.627 2.777 -0.792 0.390
C -1.328 1.818 -1.787 1.086
C -1.485 2.251 -3.121 -0.081
N -0.907 0.572 -1.375 0.606
C -0.328 -0.384 -2.331 0.566
C 0.244 -1.575 -1.548 -0.949
C 0.850 -2.627 -2.481 0.150
C 1.995 -2.003 -3.279 -0.774
C 1.448 -0.810 -4.065 0.200
C 0.347 -1.272 -5.026 -1.434
C -0.777 -1.958 -4.242 0.104
C -0.220 -3.139 -3.445 -1.636
C -1.408 -0.954 -3.276 -0.166
C 0.876 0.223 -3.091 -0.726
H -2.372 4.965 -4.960 0.422
H -2.547 3.272 -5.451 0.352
H -0.942 3.993 -5.313 0.320
H -2.382 5.479 -2.647 0.294
H -2.418 6.048 -0.335 0.433
H -1.391 5.069 0.718 0.161
H -3.126 4.738 0.625 0.274
H -1.532 2.471 0.247 -0.615
H -1.321 1.583 -3.950 0.672
H -0.550 -2.035 -0.956 -0.152
H 1.024 -1.209 -0.874 -0.328
H 1.223 -3.455 -1.874 0.565
H 2.430 -2.743 -3.959 0.756
H 2.782 -1.668 -2.597 -0.597
H 2.256 -0.346 -4.639 0.347
H 0.760 -1.956 -5.774 0.615
H -0.058 -0.406 -5.561 0.567
H -1.544 -2.313 -4.938 0.336
H 0.208 -3.890 -4.117 0.622
H -1.029 -3.617 -2.883 0.343
H -2.165 -1.445 -2.660 -0.795
H -1.921 -0.169 -3.830 1.013
H 0.620 1.132 -3.627 0.980
H 1.630 0.498 -2.347 -0.156

No. 3
128
Properties=species:S:1:pos:R:3:mulliken_charge:R:1 method="wB97M-V/def2-TZVPD" largest_force_ev_per_a=1.01 total_charge=0 total_energy_ha=-6832.300423 s_squared=0.77 multiplicity=2 homo_energy_ev="-7.058 / -7.304" lumo_ev="0.416 / -2.291"
Mg -0.119 1.277 -1.015 3.614
C -2.580 0.307 3.632 -1.710
C -1.612 -0.807 3.233 0.605
C -1.909 -1.289 1.812 -1.404
P 0.139 -0.219 3.317 1.304
C 1.039 -1.837 3.315 -2.472
N 2.267 -1.696 2.541 1.381
Ge 2.054 -0.615 0.967 0.182
N 2.949 -1.808 -0.439 0.635
C 2.060 -2.398 -1.449 -1.992
P 0.620 -3.289 -0.679 0.267
C 1.142 -5.078 -0.755 0.221
C 2.165 -5.365 0.331 -1.457
C 1.616 -5.623 -2.101 -1.616
C -0.666 -3.296 -2.041 0.451
C -0.174 -2.985 -3.456 -1.405
C -1.828 -2.375 -1.664 -2.002
C 4.198 -1.461 -0.853 0.461
C 4.621 -1.378 -2.202 -0.510
C 5.858 -0.861 -2.508 -0.822
C 6.713 -0.405 -1.497 -0.920
C 6.343 -0.512 -0.171 -0.418
C 5.123 -1.090 0.162 -0.606
N 4.706 -1.273 1.480 0.928
C 4.433 -2.565 2.000 -0.682
C 5.366 -3.582 1.958 0.114
C 5.135 -4.764 2.652 -1.219
C 3.972 -4.884 3.398 -0.613
C 3.007 -3.886 3.396 -0.691
C 3.193 -2.715 2.649 0.277
C 4.953 -0.249 2.431 -0.780
C 5.884 -0.410 3.442 -0.451
C 6.121 0.616 4.343 -0.986
C 5.406 1.798 4.203 -0.934
C 4.441 1.945 3.219 0.001
C 4.161 0.907 2.312 0.480
N 3.181 0.936 1.335 0.706
C 2.491 2.203 1.163 -2.359
P 2.073 2.589 -0.595 -0.311
C 1.620 4.376 -0.407 0.719
C 2.765 5.352 -0.149 -1.740
C 0.753 4.837 -1.580 -1.234
C 3.698 2.382 -1.449 2.777
C 4.933 2.843 -0.675 -1.579
C 3.680 2.983 -2.857 -1.467
C 0.333 0.317 5.085 -0.016
C 1.807 0.631 5.334 -1.307
C -0.221 -0.634 6.142 -1.692
H -3.609 -0.005 3.443 0.487
H -2.389 1.207 3.044 0.186
H -2.501 0.570 4.689 0.391
H -1.718 -1.649 3.927 0.774
H -1.915 -0.442 1.125 0.124
H -2.890 -1.768 1.771 0.710
H -1.168 -2.005 1.447 -0.314
H 0.383 -2.617 2.904 0.500
H 1.276 -2.127 4.341 0.799
H 2.640 -3.098 -2.052 0.709
H 1.679 -1.630 -2.125 0.692
H 0.213 -5.598 -0.492 0.540
H 3.085 -4.795 0.179 0.103
H 2.431 -6.425 0.345 0.563
H 1.776 -5.099 1.310 0.362
H 2.578 -5.194 -2.391 0.269
H 0.903 -5.447 -2.904 0.319
H 1.763 -6.703 -2.026 0.496
H -1.031 -4.328 -2.032 0.746
H 0.144 -1.947 -3.536 -0.135
H -0.987 -3.140 -4.171 0.475
H 0.659 -3.615 -3.763 0.344
H -1.488 -1.339 -1.593 0.448
H -2.261 -2.643 -0.700 0.355
H -2.620 -2.414 -2.418 0.634
H 3.952 -1.673 -2.998 0.533
H 6.165 -0.787 -3.543 0.404
H 7.677 0.014 -1.756 0.477
H 6.999 -0.179 0.623 0.469
H 6.292 -3.422 1.418 0.491
H 5.870 -5.558 2.643 0.426
H 3.796 -5.782 3.977 0.394
H 2.090 -4.041 3.947 0.441
H 6.422 -1.348 3.508 0.546
H 6.854 0.501 5.130 0.448
H 5.583 2.618 4.887 0.408
H 3.873 2.864 3.199 0.440
H 3.125 3.028 1.486 0.639
H 1.563 2.273 1.748 0.196
H 0.988 4.350 0.488 0.490
H 3.397 5.476 -1.030 0.263
H 3.397 5.050 0.686 0.324
H 2.348 6.332 0.095 0.506
H 1.306 4.803 -2.521 0.222
H 0.423 5.865 -1.416 0.481
H -0.136 4.216 -1.694 0.121
H 3.752 1.293 -1.555 -1.371
H 4.978 3.928 -0.605 0.281
H 5.822 2.516 -1.219 0.462
H 4.993 2.420 0.328 0.238
H 3.752 4.071 -2.818 0.239
H 2.785 2.716 -3.416 0.281
H 4.548 2.619 -3.412 0.481
H -0.227 1.258 5.136 0.547
H 2.437 -0.252 5.195 0.138
H 1.957 0.990 6.355 0.543
H 2.169 1.395 4.649 0.242
H 0.292 -1.598 6.128 0.266
H -1.288 -0.819 6.022 0.337
H -0.068 -0.208 7.137 0.506
F -6.569 3.084 -1.229 -0.308
C -5.344 2.878 -0.742 0.641
C -4.675 1.698 -1.011 -0.233
F -5.251 0.760 -1.768 -0.313
C -3.411 1.500 -0.492 -0.895
F -2.802 0.330 -0.782 0.041
C -2.754 2.442 0.291 1.186
S -1.153 2.157 0.963 -0.468
C -3.457 3.618 0.536 -0.102
F -2.907 4.584 1.280 -0.325
C -4.728 3.840 0.037 0.236
F -5.366 4.983 0.300 -0.304
C -1.282 0.522 -4.716 -1.089
S -0.256 1.293 -3.519 1.175
O 0.701 2.100 -4.218 -0.732
O -1.146 2.035 -2.591 -0.734
O 0.348 0.219 -2.667 -1.040
H -1.812 1.318 -5.234 0.407
H -1.977 -0.147 -4.215 0.249
H -0.639 -0.019 -5.406 0.388